1.
127
Properties=species:S:1:pos:R:3:mulliken_charge:R:1 method="wB97M-V/def2-TZVPD" total_charge=+1 homo_ha=-0.420 mol_weight_g_mol=1154.96 gap_ha=0.3231 total_energy_ev=-118777.8089 relative_energy_ev=0.6550
H -3.4775 -7.4269 -1.6684 0.385
C 5.4580 -1.9305 0.2110 -0.191
C 1.8439 0.5431 2.9408 -0.043
C -2.6506 2.9448 7.3603 -0.654
C -3.6180 -7.2984 -3.8058 -0.471
H 1.2094 6.8000 -3.0168 0.431
C -6.0933 -1.8373 0.8390 0.084
C 2.3988 -0.4606 4.8297 -1.174
H 8.0252 1.3432 -4.6506 0.393
C 3.2194 -0.5699 1.2520 -0.475
N 5.4713 5.9680 -5.1497 1.017
C -2.2778 3.7313 6.2780 -0.363
H -1.3350 -3.4419 3.8827 0.335
H -9.6483 -3.0062 1.6755 0.399
H -4.2748 2.2585 8.5824 0.403
H -0.1568 -0.9462 -4.4700 0.471
H -1.2372 3.7928 5.9879 0.550
H 7.9588 5.4027 -5.9879 0.468
O -4.2070 -1.8347 -0.4820 -0.633
O 4.3507 2.3486 -0.5781 -0.672
H -0.3758 -3.3989 -4.4815 0.447
H 3.6954 -2.8931 3.3879 0.259
H 1.6692 2.5633 -3.3812 0.417
C -6.7408 -1.2992 1.9391 -0.386
C -8.0239 -1.7242 2.2382 -0.569
H 4.0053 0.1446 0.9735 0.418
H -2.9408 5.0457 4.7226 0.461
C 3.2750 4.7349 -1.3145 -0.299
O 6.0482 6.8781 -5.7063 -0.609
H -4.0193 -7.0255 -5.8961 0.393
N 1.5997 0.5476 4.2487 0.382
C -3.9843 2.8693 7.7384 -0.386
H -0.7637 1.7405 1.0737 0.457
C 6.5028 -1.8872 1.3762 -0.909
C 2.6624 5.9069 -1.7182 -0.566
S 3.7582 -2.2483 0.8246 -0.164
C -0.5415 -0.3668 1.3263 -0.668
H -1.7263 -2.0839 4.6419 0.259
H -2.6914 -7.8321 -3.9752 0.410
O -7.5359 -4.9635 -1.9905 -0.575
H -2.7688 -1.1888 2.7229 0.266
C 2.8469 -3.1455 -5.4972 -0.584
C 1.6427 -3.7320 -5.1297 -0.408
C 1.8933 -0.9897 -5.1191 0.118
H 0.0353 -2.3122 2.2117 0.225
C -5.5460 -6.1557 -4.6734 -0.390
H 2.3711 -0.3279 0.6080 0.027
H -1.8992 2.3898 7.9097 0.487
C -7.9783 -3.2190 0.3473 -0.322
H 3.6864 -3.7646 -5.7833 0.399
H 5.7324 -2.6613 -0.5513 0.487
C -2.0496 -2.0050 2.6639 -0.481
C -4.0576 -7.0694 -2.5085 -0.525
C -6.6957 -2.7962 0.0413 -0.292
C -5.9667 -5.9267 -3.3751 0.095
H 5.9347 -1.7845 2.3071 0.230
H -1.4264 -0.4171 0.6795 0.500
N -4.7445 -1.3718 0.5050 1.077
C 6.1746 4.6831 -5.0275 -0.429
H 1.5465 -4.8103 -5.1277 0.399
O 4.3506 6.0421 -4.6816 -0.575
H 0.5772 4.6597 -4.0833 0.462
H 5.4776 -0.9333 -0.2456 0.043
C -4.3628 -6.8444 -4.8865 -0.464
H -0.2568 -1.0499 3.3854 -0.051
H 9.1434 3.2575 -5.7406 0.386
H 0.3113 -0.5764 0.6622 0.342
I 2.4743 -0.9193 6.8669 0.265
P 0.5385 1.5727 5.2080 0.063
N -5.5809 5.0759 5.1827 1.024
H 7.1608 -1.0176 1.2926 0.290
H -6.2625 -0.5555 2.5597 0.439
C -5.2387 -6.3791 -2.2883 -0.158
C -0.3580 1.0747 1.8496 -0.497
O -4.2303 -0.5414 1.2344 -0.622
H 1.2503 3.2673 6.2276 0.302
H 4.0298 4.7607 -0.5411 0.517
H 7.0643 -2.8234 1.4450 0.313
C 2.9042 3.5425 -1.9166 -0.302
H 5.7084 1.5713 -3.8176 0.479
N 2.7480 -0.3839 2.6368 0.396
H 0.0295 2.5563 4.3373 0.139
C 8.1313 3.3599 -5.3729 -0.436
C 7.4659 4.5678 -5.5109 -0.412
N -2.0810 -2.7497 3.9561 -0.671
H -5.9842 3.5140 7.3285 0.475
H -6.1838 -3.2147 -0.8124 0.560
O -7.8346 -4.8100 -4.1149 -0.596
C 0.5621 -2.9399 -4.7642 -0.608
H -0.9215 1.2892 2.7656 0.194
N -7.2085 -5.1768 -3.1459 0.954
C 3.0853 -1.0349 3.8296 1.170
H 2.9400 6.8457 -1.2584 0.424
H 1.1998 2.4887 2.4592 0.457
C -8.6427 -2.6802 1.4423 -0.569
C 5.5317 3.6180 -4.4225 0.190
C 6.2005 2.4118 -4.2903 -0.256
C 7.5008 2.2841 -4.7610 -0.633
H -6.1235 -5.8041 -5.5163 0.456
H -8.4612 -3.9620 -0.2665 0.477
C -4.5598 4.3458 5.9500 0.070
H 3.9074 -2.4164 4.9101 0.242
C -4.9469 3.5747 7.0319 -0.413
N 2.0340 0.4704 -5.0928 1.157
C -0.6230 -1.4546 2.4261 -0.235
N 3.5344 2.2951 -1.4831 1.203
C 1.6893 5.8795 -2.7107 -0.470
H -8.5443 -1.3083 3.0904 0.381
H 1.6379 1.5707 1.0333 0.132
H 4.5207 3.7160 -4.0548 0.419
H -0.4932 0.7079 5.6286 0.114
O -5.2082 5.7157 4.2199 -0.600
C 2.9757 -1.7660 -5.4950 -0.230
C 1.3327 4.6784 -3.3096 -0.561
C 1.9444 3.4994 -2.9139 -0.048
H -2.2903 -2.7061 1.8564 0.294
C -3.2349 4.4370 5.5659 -0.512
O 3.2081 1.2619 -2.0401 -0.537
N 3.9881 -2.0921 3.9449 -0.475
H -5.5769 -6.2005 -1.2775 0.465
H 3.9137 -1.3126 -5.7819 0.486
O 3.0978 0.9448 -5.4313 -0.591
O 1.0750 1.1269 -4.7262 -0.706
C 0.6850 -1.5597 -4.7573 -0.373
N 1.3140 2.2612 6.3694 -0.655
C 1.1337 1.4934 1.9986 -0.843
O -6.7316 4.9901 5.5557 -0.593

=====

2.
111
Properties=species:S:1:pos:R:3:mulliken_charge:R:1 method="wB97M-V/def2-TZVPD" total_charge=+2 homo_ha=-0.444 mol_weight_g_mol=903.43 gap_ha=0.2401 total_energy_ev=-91438.9422
S -1.8886 0.9789 -1.1416 -0.335
C -4.9684 -1.6591 -1.7353 -0.809
H -2.8822 -3.3885 1.6447 0.439
H -0.3519 4.4412 -3.0516 0.507
H 4.9740 -1.2072 4.9551 0.437
N 4.2692 0.7989 -0.3097 0.019
H 5.8905 -0.1907 0.5223 0.333
N -0.0559 2.4799 -2.3617 0.275
H 1.9700 1.5530 3.6711 0.488
C -1.0879 -5.0002 -0.3566 -0.986
C 5.1531 0.5476 0.8472 0.214
C 2.3804 0.5512 3.6658 -0.834
C -2.2693 -2.4889 1.7183 -1.744
N 1.8262 0.6000 -0.1985 -0.020
H -5.6799 -2.4328 -3.6024 0.448
H -3.1569 2.2727 -3.0285 0.289
C 0.9386 -3.8111 0.1518 -0.329
C -1.3077 -4.9449 2.9734 -0.743
C -1.9493 3.0689 -4.5679 -1.102
H 1.7730 -2.5707 2.4791 0.416
H 5.6411 0.7486 -1.8679 0.339
C -0.8168 3.7597 2.0151 -0.804
H -0.8774 4.5257 1.2539 0.475
H 6.9619 3.4605 0.4164 0.368
H -3.6127 -3.7083 -4.0654 0.480
N -2.2073 2.5505 -3.2265 -0.182
C 0.0849 -3.6526 4.4268 -0.691
C -2.7557 -2.3566 -1.0743 1.448
H -1.4232 5.0675 3.6008 0.424
C 1.6483 -5.0026 0.1005 -0.900
H 1.4566 -2.8826 0.3748 0.561
H -0.6130 1.0403 4.7427 0.357
H 1.7397 -1.5041 -1.8412 0.351
H -4.0239 -1.0192 0.0591 0.215
C -0.8569 -3.6974 3.3997 2.015
C -1.0506 3.0796 4.3095 -0.932
H 2.7139 -5.0021 0.2856 0.511
P 0.0879 -0.2227 2.2445 3.254
C 3.4420 -2.0221 3.6908 -1.148
C -1.1247 4.0637 3.3316 -0.639
H 4.1359 1.5942 -2.2487 0.256
C 2.9833 0.6990 -0.2042 -0.545
H 3.8457 -3.0252 3.7053 0.531
C -0.4360 -3.7952 -0.0673 0.610
H 1.5459 -7.1166 -0.2353 0.450
C -4.8580 -2.4050 -2.9001 -0.715
C 0.1346 -6.0620 4.5535 -0.783
C 0.5480 -0.7262 -3.2868 -0.175
H 0.5137 -6.9709 4.9974 0.436
C -0.6089 -0.8910 -4.0255 0.528
Pd 0.0608 -0.5298 -0.0175 1.991
H 5.0715 2.5120 1.6965 0.279
C 4.0747 -1.0003 4.3905 -0.877
H -0.6450 -1.2394 4.3156 0.738
C -0.6777 1.7922 3.9655 -0.177
P -1.4038 -2.2728 0.1149 1.704
H -2.5256 2.4796 -5.2799 0.331
H 4.7695 3.4514 -0.7319 0.273
N 0.7480 -1.3828 -2.0224 -0.696
H -1.2829 3.3166 5.3385 0.472
H 1.0369 3.6112 -3.7843 0.357
C -3.6987 -3.1206 -3.1615 -0.528
C -0.3779 1.4753 2.6350 0.189
C 2.2750 -1.7604 2.9899 -0.957
H -1.7604 -3.6709 -2.4661 0.418
C -2.6502 -3.0917 -2.2549 -0.967
H 1.2969 -4.7512 5.7911 0.444
C 5.8257 1.8392 1.2765 -0.540
C -3.9202 -1.6255 -0.8311 -0.692
C 5.5483 2.7524 -1.0511 -0.667
C -1.3276 2.0684 -2.3396 0.761
H 2.2329 1.3650 -5.3431 0.494
H 2.4714 0.2163 -3.1765 0.406
H -2.9628 -1.6491 1.8255 0.714
C -1.0610 -1.1988 3.3111 -2.192
H 4.5538 0.1070 1.6364 -0.407
C 0.5707 -4.8230 4.9929 -0.840
H 7.3502 1.8838 -0.2476 0.334
H -5.8699 -1.0993 -1.5307 0.491
C -0.7390 -0.2444 -5.2470 -0.817
H 6.5370 1.6109 2.0719 0.420
C 3.5526 0.2844 4.3658 -0.881
C -0.4419 2.4698 1.6648 -0.720
C -0.8129 -6.1081 3.5432 -0.622
C -0.3779 -6.1860 -0.4185 -0.959
H -1.9706 -0.5882 3.3662 0.442
C 1.4295 0.7397 -4.9762 -0.739
H -2.1590 -5.0213 -0.5102 0.558
H 0.4622 -2.7154 4.8082 0.246
H -2.0566 -5.0375 2.2020 0.255
H -1.4032 -1.5209 -3.6614 0.130
H 6.0533 3.1958 -1.9101 0.407
H 4.0461 1.0827 4.9037 0.498
H -1.6376 -0.3910 -5.8311 0.484
H -1.1897 -7.0592 3.1921 0.447
C 0.4621 3.7462 -2.8679 -1.339
C 1.7194 -0.4790 2.9995 1.111
H 0.5468 1.9766 -1.7160 -0.539
C 0.2773 0.5673 -5.7312 -0.746
C 0.9926 -6.1889 -0.1881 -0.905
C 6.5256 2.5144 0.0985 -0.907
H 0.3289 -2.3086 -1.9894 0.207
H -0.9009 2.9540 -4.8187 0.343
H -0.8944 -7.1101 -0.6370 0.486
N -1.3777 -2.5082 2.8318 0.538
C 4.8968 1.4493 -1.4828 -0.503
H -0.2162 2.2405 0.6331 0.393
C 1.5613 0.1003 -3.7547 -0.338
H 1.1065 4.1811 -2.1060 0.309
H 0.1805 1.0507 -6.6937 0.468
H -2.2391 4.1147 -4.6558 0.358

=====

3.
113
Properties=species:S:1:pos:R:3:mulliken_charge:R:1 method="wB97M-V/def2-TZVPD" total_charge=0 homo_ha=-0.227 mol_weight_g_mol=981.21 gap_ha=0.2189 total_energy_ev=-134051.2924 relative_energy_ev=0.1223
C 3.6867 -2.8413 3.6243 -1.719
H -2.9799 -0.4587 4.4277 0.474
N -1.0673 3.7695 -1.9494 0.171
C 2.4343 1.7425 -0.9095 -1.180
H -0.3088 4.3865 3.5464 0.436
C 2.3882 1.2168 -2.2091 1.508
C -0.3775 6.0102 -2.5699 1.337
H -6.0768 1.6387 0.0573 0.331
H -1.1217 3.0424 4.3409 0.250
C -2.4410 0.1588 3.7039 -1.580
C -0.9333 -0.1013 3.7986 0.536
H -2.6711 1.2034 3.9272 0.242
C 3.7089 3.0753 -3.0496 0.683
H 4.8820 -1.7644 1.4201 0.382
H 4.2012 4.1410 0.7614 0.456
O -3.2599 0.2090 -0.0457 -0.339
C -0.8152 -10.3645 0.4909 -0.501
H 2.0808 3.4524 4.1173 0.431
H 1.7937 8.0415 -0.9293 0.400
H 0.0750 -6.5874 -2.4438 0.222
C 1.9730 -1.1015 2.9679 -0.469
C -0.6549 3.3596 3.4054 -1.537
C -0.6151 -2.3845 0.2754 -0.585
H -0.9282 -0.5756 5.9069 0.479
C 2.1973 0.2961 0.9777 0.101
H -1.4295 3.3705 2.6343 0.353
H -5.7479 -1.2325 1.2135 0.364
H 0.6802 -0.0533 -2.7421 0.234
C -0.3382 4.8960 -1.7015 -0.730
C -0.6730 -6.0260 -0.5384 -0.148
C -0.3723 -10.4981 -0.8353 -0.411
H 2.9500 1.4844 -4.2576 0.365
C -0.4095 -8.1528 -1.0732 0.680
C -2.5402 2.3983 -3.2065 -0.025
H -3.7131 -1.8044 -2.4571 0.181
Ba -0.9243 1.1214 -0.7961 1.680
C 0.5131 2.4506 3.0273 2.878
C -0.4382 0.1255 5.2257 -1.918
H 4.7186 -2.6672 3.9362 0.345
C 1.4761 -0.0965 2.1432 1.217
H 1.8364 -0.7859 -1.6229 0.191
C 1.6146 2.4635 4.0840 -1.780
C 3.9178 -1.3084 1.6245 -1.062
H 0.6390 -0.0005 5.3250 0.302
H -5.2668 -1.1637 -3.0556 0.462
C 1.1937 7.1696 -1.1546 -0.822
H -6.4754 -1.9055 -0.2683 0.408
H 3.6786 2.5744 1.4028 0.285
C 3.2218 2.8877 -0.6769 1.093
H 0.3725 7.9984 -2.9398 0.406
H -0.1929 -11.4879 -1.2339 0.378
H -0.9676 -11.2560 1.0845 0.377
C -5.5443 -1.6083 0.2124 -1.142
C -4.3318 -0.9131 -2.5554 -0.753
C -0.5997 -3.7580 0.4405 -0.953
H 1.4039 -1.4053 3.8407 0.162
C -0.7836 -2.5694 -1.9938 -1.147
H -3.8049 -0.1327 -3.1062 0.151
H -0.7678 -1.1546 3.5390 0.452
H 3.0779 -2.9203 4.5262 0.361
H -4.8738 -2.4635 0.2811 0.334
H -0.5177 -4.2026 1.4220 0.580
H 0.1774 -9.5042 -2.6642 0.378
C 3.4115 3.3894 0.7280 -0.887
H 3.6594 -3.8132 3.1243 0.299
N -0.3219 -6.8670 -1.5647 -0.030
H 1.8781 6.0775 0.5788 0.431
H 2.3932 1.7342 3.8564 0.383
H 4.0471 -0.0248 -0.0819 0.487
C -0.6834 -4.5656 -0.6867 1.027
C -0.8454 -8.0016 0.2502 0.603
P -0.0813 0.7985 2.4140 0.901
H -2.8205 -0.0556 2.7031 0.148
C 0.4892 4.9414 -0.5565 0.760
H -6.8189 0.9212 -1.3985 0.402
C -1.8130 3.7259 -3.0303 0.587
H -0.6886 1.1327 5.5636 0.323
H -0.8781 -4.5287 -2.8421 0.390
H 3.6956 4.6739 -4.4922 0.267
C -0.1620 -9.3978 -1.6422 -1.011
H -0.5378 -1.7283 1.1347 0.474
C -1.2130 5.9271 -3.7097 -0.947
C -5.8860 1.2495 -0.9412 -0.959
H 4.4153 4.4290 -1.5442 0.361
H 1.2264 2.2529 5.0804 0.369
H 0.9552 2.8299 2.1008 -2.175
H -1.2675 6.7691 -4.3903 0.426
H 0.5346 4.0663 0.0838 -0.070
As -4.6716 -0.2245 -0.7999 0.415
H -5.4036 2.0004 -1.5658 0.227
C 3.1849 -1.7383 2.7303 0.110
C 4.3258 3.8319 -4.1950 -1.590
H 2.2205 -0.5926 -3.3408 0.489
C 3.4531 -0.3249 0.7741 -0.312
C 0.4070 7.1476 -2.2696 -0.890
C 1.2356 6.0531 -0.2920 -0.363
C 1.7422 -0.1206 -2.4815 -1.627
H 2.5002 3.8415 1.1265 -0.261
O -3.7699 2.3862 -3.0596 -0.770
N 1.6511 1.2073 0.1313 0.117
N -0.7037 -1.7913 -0.9161 0.830
C -1.0568 -9.1258 1.0479 -0.746
H -2.5900 4.6966 -4.7939 0.497
H -1.3968 -9.0164 2.0688 0.435
C 3.0084 1.8990 -3.2555 -1.104
H 5.3028 4.2349 -3.9242 0.386
C 3.8287 3.5359 -1.7405 -0.873
O -1.7646 1.4136 -3.3716 -0.747
C -0.7808 -3.9513 -1.9320 -0.833
H 4.4530 3.1914 -5.0681 0.392
H -0.8565 -2.0608 -2.9496 0.596
C -1.9361 4.7961 -3.9393 -0.522
N -1.0004 -6.6586 0.5519 -0.669

=====

4.
115
Properties=species:S:1:pos:R:3:lowdin_spin:R:1 method="wB97M-V/def2-TZVPD" total_charge=+3 homo_ha="-0.503 / -0.503" s2=0.84 mol_weight_g_mol=1029.73 spin_multiplicity=2 gap_ha="0.1341 / 0.1422" total_energy_ev=-140094.3622 relative_energy_ev=0.0000
H 3.2519 -0.9995 -0.7203 0.000
C -6.1429 -1.4961 -1.1601 0.000
C -3.5218 5.2987 -3.6813 0.000
H 4.0349 1.5247 -4.6849 0.000
H -0.8550 -4.1756 -3.5557 0.000
C 3.6791 0.6328 -4.1675 0.000
H 3.9865 1.2491 -0.3982 0.000
C -3.7982 -4.1208 -2.5538 -0.001
H 1.9979 0.8827 3.7686 0.000
H 1.5650 0.3361 -3.6428 0.000
H -1.7070 0.3597 -6.3956 0.000
C -3.3979 -1.8392 -1.4645 -0.014
H -3.0692 -4.6558 -1.9476 0.000
H -1.1629 5.6501 -0.5220 0.000
C -1.3927 5.4507 3.2053 0.000
N -0.2185 3.9281 -1.2535 -0.002
C 3.0708 -0.7853 -1.7755 0.000
C -4.2604 -2.8550 -1.8949 -0.003
C -3.2060 6.5313 -4.2436 0.000
H -3.2267 4.5711 2.4909 0.000
C -0.1581 5.2218 -0.5408 0.000
Cl 3.3409 -0.8622 2.9402 0.000
C 0.0794 -3.5859 1.0379 0.002
H -4.5390 6.6342 2.7987 0.000
H 1.4457 4.6487 0.8052 0.000
C -2.7850 0.2480 -3.9857 0.000
C -2.5132 4.4813 -3.2016 0.000
N 2.6699 0.6226 -1.8963 -0.001
H 5.1564 -1.4283 -2.0236 0.000
C -0.4686 -3.7975 -1.4605 -0.019
C -0.4969 2.8416 -0.6080 0.000
H 0.8956 4.4241 -2.9381 0.000
H -2.9498 1.1243 -4.6108 0.000
C -0.7838 -1.3343 -3.6357 -0.014
C 0.0521 -4.3154 -0.2708 -0.001
H 0.3511 5.9167 1.4178 0.000
C -1.5379 7.7471 3.9054 0.000
C -0.7903 6.5909 3.7244 0.000
C -0.8729 6.1284 -3.8389 0.000
Cl 0.4836 -0.9020 3.5909 0.001
C -1.8862 6.9442 -4.3266 0.000
H 0.0308 -6.4463 -3.5216 0.000
H -7.2121 -1.3794 -1.0506 0.000
H -6.3131 -3.4233 -2.0576 0.000
V -0.6522 -0.1465 0.4071 1.266
H 0.9514 -7.3846 -1.4206 0.000
H 0.2616 -0.7876 -7.3041 0.000
H -2.7604 3.5105 -2.7829 0.000
C -5.6325 -2.6493 -1.7270 -0.001
H -1.0895 3.3145 3.3926 -0.001
H 4.1299 -1.8315 -3.3945 0.000
C 5.0601 1.1643 -2.3098 0.000
H -3.4633 8.6610 3.7086 0.000
H -3.6706 -0.3858 -4.0710 0.000
S -0.6351 1.3108 -1.3807 -0.034
H -3.2614 0.1485 -0.6065 0.000
H 0.9675 -6.0308 0.6248 0.000
H -2.7301 0.5851 -2.9509 0.000
C 0.4119 5.0023 0.8314 0.000
C -0.5919 4.1976 2.9959 -0.001
C -3.9198 -0.6700 -0.8981 -0.001
H -4.5524 4.9761 -3.6327 0.000
Sb -1.2890 -1.8558 -1.6675 -0.084
C -3.4865 6.6224 3.0450 0.000
C -2.7448 5.4665 2.8692 0.000
C 2.4218 0.9282 -3.3137 0.000
H 1.6038 -2.2912 -5.8557 0.000
H -2.9581 -0.7920 1.7402 0.001
C 0.3485 -1.9765 -4.1485 -0.006
C 0.5503 -6.3808 -1.4389 -0.001
C 4.3279 -1.0717 -2.6365 0.000
C 0.7313 -1.7855 -5.4651 0.000
O 1.9049 1.8021 1.3761 -0.005
H -5.6701 0.4245 -0.3135 0.000
H -0.7538 -3.8873 1.6786 0.000
C -0.0184 -0.9422 -6.2714 -0.007
O 1.0235 -0.2016 0.7759 -0.042
H 0.1597 6.4474 -3.9154 0.000
S -1.6396 1.6034 1.5957 -0.017
C 1.8677 0.0795 3.0478 -0.001
N 4.7560 0.1474 -3.3120 0.000
N -2.1499 -1.3423 1.4479 -0.004
C -0.7741 2.9293 0.8820 0.003
C -1.1315 -0.2978 -5.7567 0.000
C 0.0369 -5.8565 -2.6154 -0.001
H 0.9964 -3.7868 1.5902 0.000
H 5.4088 2.0587 -2.8273 0.000
H 0.9430 -2.6347 -3.5275 0.000
H 2.1368 1.9829 -3.3766 0.000
H 3.4937 2.5031 -1.5357 0.000
C -1.5454 -0.4730 -4.4363 -0.006
H 5.8827 0.7996 -1.6943 0.000
H 2.2234 -1.4024 -2.0969 0.000
C -5.2815 -0.4895 -0.7416 0.000
H -1.6421 7.8971 -4.7743 0.000
H -4.6382 -4.7890 -2.7269 0.000
H -3.3446 -3.9122 -3.5255 0.000
C -1.1853 4.8974 -3.2774 0.000
H -1.0740 8.6290 4.3242 0.000
C 0.5579 -5.6163 -0.2873 0.000
C -0.0958 4.0135 -2.7406 -0.001
H 0.4077 4.2746 3.4278 0.000
H 3.4742 -0.1255 -4.9254 0.000
H 0.0479 -2.5008 0.8977 0.000
H -2.5476 -2.1318 0.9391 0.002
H -1.7332 -1.7120 2.3025 0.000
H -3.9934 7.1655 -4.6259 0.000
C 1.6182 0.6937 1.6833 0.001
C -0.4661 -4.5691 -2.6279 -0.006
C 3.8004 1.4564 -1.4521 0.000
H -0.1349 2.9993 -3.1354 -0.001
C -2.8809 7.7622 3.5623 0.000
H 0.2545 6.5743 4.0122 0.000
H 0.4830 5.8876 -1.1163 0.000
N -0.3777 3.9672 1.5319 0.000